Density functional theory data (ωB97M-V/def2-TZVPD) for C39H27F3N8O2ReS as an isolated structure.

XYZ file:
```
81
Properties=species:S:1:pos:R:3:mulliken_charge:R:1
Re -0.27 0.99 -0.44 1.304
C 0.02 0.73 3.89 -0.558
C -0.49 0.73 2.59 -0.125
N 0.35 0.87 1.56 -0.012
C 1.67 1.00 1.81 0.247
C 2.13 0.99 3.11 -0.362
N 1.31 0.86 4.15 -0.527
C 2.52 1.14 0.60 0.709
C 3.89 1.27 0.59 -0.905
C 4.56 1.40 -0.63 0.619
C 3.81 1.38 -1.81 -0.909
C 2.43 1.23 -1.73 0.622
N 1.82 1.13 -0.55 0.110
C 1.49 1.15 -2.86 0.263
C 1.85 1.15 -4.19 -0.332
N 0.96 1.04 -5.17 -0.534
C -0.30 0.90 -4.81 -0.580
C -0.71 0.88 -3.48 -0.031
N 0.19 1.03 -2.50 -0.378
C 6.03 1.56 -0.68 0.318
C 6.85 0.87 0.21 -0.565
C 8.22 1.05 0.11 -0.444
N 8.80 1.86 -0.77 -0.540
C 8.01 2.51 -1.61 -0.446
C 6.63 2.39 -1.62 -0.545
H -0.66 0.62 4.73 0.431
H -1.54 0.60 2.37 0.413
H 3.18 1.08 3.33 0.471
H 4.45 1.29 1.51 0.736
H 4.30 1.44 -2.76 0.708
H 2.89 1.24 -4.49 0.434
H -1.05 0.80 -5.59 0.441
H -1.74 0.73 -3.19 0.377
H 6.45 0.18 0.94 0.494
H 8.89 0.52 0.78 0.382
H 8.50 3.17 -2.32 0.382
H 6.04 2.98 -2.32 0.490
C -5.92 -1.47 4.09 -1.432
C -5.33 -0.86 2.85 0.833
C -5.80 0.36 2.36 -0.826
C -5.26 0.92 1.21 -0.547
C -4.25 0.25 0.55 0.223
C -3.76 -0.98 1.01 -0.424
C -4.31 -1.52 2.16 -0.835
S -3.59 0.92 -0.91 1.260
O -4.37 2.03 -1.36 -0.724
O -3.18 -0.13 -1.80 -0.690
N -2.10 1.60 -0.39 -0.407
C -1.94 2.99 -0.08 0.979
C -2.87 3.98 0.17 -0.700
C -2.35 5.25 0.45 -0.500
C -0.98 5.46 0.47 -0.984
C -0.13 4.39 0.21 -0.033
N -0.62 3.19 -0.06 -0.160
H -6.86 -0.99 4.36 0.370
H -5.23 -1.37 4.93 0.301
H -6.11 -2.54 3.94 0.386
H -6.61 0.86 2.87 0.399
H -5.65 1.85 0.82 0.498
H -3.00 -1.51 0.45 0.547
H -3.96 -2.48 2.51 0.484
H -3.93 3.80 0.12 0.496
H -3.02 6.06 0.64 0.468
H -0.57 6.44 0.68 0.430
H 0.95 4.50 0.21 0.511
F -1.08 -8.34 -1.96 -0.267
C -0.84 -7.86 -0.75 0.790
F -1.81 -8.27 0.07 -0.239
F 0.31 -8.39 -0.31 -0.240
C -0.75 -6.35 -0.74 0.335
C -0.46 -5.71 0.46 -1.010
C -0.37 -4.34 0.51 -0.524
C -0.55 -3.59 -0.67 0.249
C -0.84 -4.24 -1.88 -0.642
C -0.94 -5.62 -1.91 -0.630
C -0.46 -2.18 -0.62 0.387
C -0.37 -0.95 -0.59 -0.202
H -0.32 -6.30 1.36 0.413
H -0.15 -3.83 1.44 0.505
H -0.99 -3.66 -2.77 0.491
H -1.16 -6.13 -2.84 0.506
```

Its lowest unoccupied orbital energy (spin up / spin down) is -7.48 / -7.78 eV. As for the energy above the lowest of the compared OMol25 structures with the same formula, charge and spin: 0.10 kcal per mole. The calculation puts the orbital gap (spin up / spin down) at 5.76 / 5.80 eV. As for the spin multiplicity: 2. As for the charge: +2. The value obtained for the HOMO energy (spin up / spin down) is -13.235 / -13.585 eV.